(w)
The following is a quantum chemistry calculation of an isolated molecule of C24H31N3O5S, from OMol25.

XYZ file:
```
64
Properties=species:S:1:pos:R:3
C -8.0376 -2.0204 -0.7450
C -6.7472 -1.3065 -0.4810
C -6.5024 -0.0628 -1.0445
C -5.3233 0.6234 -0.8193
C -4.3523 0.0542 -0.0059
C -4.5876 -1.1947 0.5636
C -5.7686 -1.8803 0.3378
C -5.9907 -3.2216 0.9679
H -5.1316 -3.5135 1.5663
H -6.8701 -3.2015 1.6106
H -6.1571 -3.9812 0.2047
H -3.8268 -1.6319 1.1961
N -3.1296 0.6698 0.2877
C -2.6414 1.8430 -0.1674
O -3.2056 2.6138 -0.9128
C -1.2251 2.1107 0.4063
N -0.2799 1.1250 -0.0802
C -0.1006 -0.0782 0.4878
O -0.7985 -0.4936 1.4042
C 1.0159 -0.8886 -0.0812
C 2.1639 -0.3017 -0.6042
C 3.1687 -1.1052 -1.1006
C 3.0675 -2.4832 -1.0921
C 1.9319 -3.0712 -0.5558
C 0.9193 -2.2778 -0.0448
H 0.0335 -2.7194 0.3864
H 1.8383 -4.1461 -0.5354
H 3.8686 -3.0689 -1.5141
S 4.6686 -0.3103 -1.6813
O 5.3124 -1.1572 -2.6372
O 4.3495 1.0412 -2.0336
N 5.6523 -0.2453 -0.3398
C 5.2296 0.6316 0.7272
H 4.9119 1.5697 0.2733
C 6.4216 0.8497 1.6636
H 6.1251 1.4296 2.5388
O 6.9107 -0.3779 2.1504
C 7.3249 -1.2159 1.0967
H 7.6850 -2.1353 1.5604
C 6.1637 -1.5074 0.1420
H 6.4994 -2.0764 -0.7242
H 5.3831 -2.0697 0.6793
H 8.1405 -0.7385 0.5353
H 7.2145 1.3800 1.1173
H 4.3955 0.1892 1.2956
H 2.3105 0.7671 -0.6327
H 0.2268 1.3674 -0.9166
C -0.7369 3.5376 0.1120
C 0.4696 3.8746 0.9860
H 0.7975 4.8928 0.7936
H 0.2216 3.7884 2.0416
H 1.2997 3.2035 0.7726
C -0.4120 3.7613 -1.3650
H -1.2366 3.4249 -1.9865
H -0.2647 4.8233 -1.5446
H 0.5031 3.2515 -1.6640
H -1.5663 4.2009 0.3755
H -1.2951 1.9720 1.4940
H -2.5243 0.1327 0.9090
H -5.1556 1.5885 -1.2659
H -7.2542 0.3864 -1.6775
H -8.6770 -1.4295 -1.3957
H -8.5710 -2.2086 0.1865
H -7.8547 -2.9835 -1.2211
```

The calculation puts the lowest unoccupied orbital energy at 0.034 eV. The spin multiplicity is 1. Its SMILES is Cc1ccc(NC(=O)[C@@H](NC(=O)c2cccc(S(=O)(=O)N3CCOCC3)c2)C(C)C)cc1C. Its frontier orbital gap is 8.136 eV.

What are the Löwdin partial charges on each atom? They are as follows, in elementary charge units: -0.05, -0.25, -0.04, -0.01, -0.21, 0.02, -0.24, -0.05, 0.07, 0.08, 0.08, 0.12, 0.14, -0.40, 0.08, -0.19, 0.14, -0.42, 0.05, -0.11, -0.01, -0.25, -0.05, -0.04, 0.01, 0.12, 0.11, 0.12, 0.67, -0.27, -0.28, -0.24, -0.17, 0.12, -0.18, 0.13, -0.12, -0.18, 0.13, -0.17, 0.12, 0.13, 0.13, 0.13, 0.13, 0.11, 0.13, -0.37, -0.06, 0.08, 0.08, 0.07, -0.06, 0.08, 0.09, 0.07, 0.14, 0.16, 0.10, 0.10, 0.11, 0.07, 0.08, 0.08

---

(x)
The following is a quantum chemistry calculation of an isolated molecule of C24H31N3O5S, from OMol25.

XYZ file:
```
64
Properties=species:S:1:pos:R:3
C -3.3347 -5.1504 -0.2617
H -2.4204 -4.8503 -0.7840
O -4.3004 -4.1276 -0.2785
C -3.9994 -2.9405 0.3228
C -2.7935 -2.6403 0.9454
C -2.5891 -1.3929 1.5109
C -3.5776 -0.4200 1.4575
C -4.7978 -0.7323 0.8611
C -5.0055 -1.9741 0.3019
H -5.9467 -2.2225 -0.1622
H -5.5917 0.0002 0.8550
N -3.3595 0.8416 2.0042
S -1.8367 1.4905 2.2082
O -2.0509 2.9066 2.3249
O -1.1930 0.8363 3.3077
C -0.9115 1.0599 0.7278
C 0.3553 0.5830 0.9925
C 1.1649 0.0791 -0.0203
C 0.6474 0.0419 -1.3130
C -0.6148 0.5335 -1.5713
C -1.4295 1.0793 -0.5701
N -2.7107 1.5686 -0.8324
C -2.9277 2.9907 -0.5843
H -2.5028 3.2747 0.3768
C -4.4272 3.2862 -0.5959
O -5.0244 2.8960 -1.8096
C -4.8119 1.5254 -2.0473
C -3.3208 1.1839 -2.0949
H -3.2073 0.1074 -2.2323
H -2.8694 1.7190 -2.9454
H -5.2808 1.3059 -3.0079
H -5.2922 0.9246 -1.2622
H -4.6011 4.3586 -0.4977
H -4.9165 2.7653 0.2419
H -2.4487 3.5859 -1.3788
H -0.9686 0.5038 -2.5885
H 1.2455 -0.3631 -2.1123
N 2.4372 -0.3800 0.3162
C 3.4038 -0.8986 -0.4993
O 3.2724 -1.0655 -1.6908
C 4.6835 -1.2185 0.2480
C 5.4706 0.0653 0.5481
C 6.7500 -0.2336 1.3534
H 6.6106 -0.0677 2.4209
C 7.8156 0.6799 0.7532
H 8.8264 0.3308 0.9583
H 7.7113 1.6914 1.1487
C 7.4713 0.6647 -0.7323
H 7.7871 -0.2821 -1.1728
H 7.9451 1.4744 -1.2845
C 5.9453 0.7696 -0.7410
H 5.6466 1.8183 -0.7236
H 5.5093 0.3145 -1.6287
H 7.0425 -1.2746 1.2076
H 4.8290 0.7433 1.1196
H 4.4538 -1.7392 1.1803
H 5.2877 -1.8719 -0.3824
H 2.6637 -0.2912 1.2974
H 0.6841 0.5880 2.0206
H -4.0594 1.5366 1.8010
H -1.6625 -1.1762 2.0153
H -2.0004 -3.3684 1.0026
H -3.0867 -5.4527 0.7609
H -3.7881 -5.9909 -0.7847
```

The calculation puts the lowest unoccupied orbital energy at 0.527 eV. The spin multiplicity is 1. Its SMILES is COc1ccc(NS(=O)(=O)c2cc(NC(=O)CC3CCCC3)ccc2N2CCOCC2)cc1. Its frontier orbital gap is 8.612 eV.

What are the Löwdin partial charges on each atom? They are as follows, in elementary charge units: -0.09, 0.09, -0.09, -0.28, 0.00, -0.02, -0.30, -0.03, 0.00, 0.12, 0.11, -0.04, 0.68, -0.30, -0.28, -0.20, -0.01, -0.20, 0.02, 0.01, -0.21, -0.10, -0.13, 0.09, -0.18, -0.12, -0.18, -0.14, 0.13, 0.13, 0.13, 0.11, 0.13, 0.12, 0.14, 0.11, 0.10, 0.13, -0.47, 0.08, -0.08, -0.31, -0.16, 0.11, -0.20, 0.11, 0.11, -0.19, 0.11, 0.11, -0.15, 0.12, 0.11, 0.11, 0.13, 0.12, 0.13, 0.15, 0.12, 0.10, 0.10, 0.11, 0.10, 0.09

---

Last place for stability: (x)

---

(w)
The following is a quantum chemistry calculation of an isolated molecule of C3H6N2, from OMol25.

XYZ file:
```
11
Properties=species:S:1:pos:R:3
C 0.1531 0.9766 0.2048
C -0.7541 0.0576 -0.6185
C -0.2861 -1.3066 -0.1658
H -0.4426 1.3609 1.0889
H 0.6729 1.8142 -0.2509
H -0.6503 0.1813 -1.6901
H -1.7980 0.3350 -0.4172
H -0.8656 -2.2295 -0.4191
H 1.9832 0.1345 1.1723
N 0.8049 -1.3439 0.4564
N 1.1826 0.0198 0.6393
```

The calculation puts the lowest unoccupied orbital energy at 1.169 eV. The spin multiplicity is 1. Its SMILES is C1=NNCC1. Its frontier orbital gap is 9.242 eV.

What are the Löwdin partial charges on each atom? They are as follows, in elementary charge units: -0.19, -0.16, -0.21, 0.11, 0.10, 0.10, 0.10, 0.11, 0.08, 0.04, -0.09

---

(x)
The following is a quantum chemistry calculation of a cluster of 2 separate species, C3H6N2 in total, from OMol25.

XYZ file:
```
11
Properties=species:S:1:pos:R:3
C -0.7290 -0.6591 -0.6520
C 0.4875 0.1067 -0.1837
N 0.4162 1.2340 0.4022
C 1.7882 -0.4614 -0.5509
N 2.8223 -0.8212 -0.9271
H -0.6107 -1.7365 -0.5067
H -1.7890 0.5582 2.0584
H -1.6296 -0.3245 -0.1334
H -0.8827 -0.5104 -1.7305
H 1.3389 1.6406 0.5731
H -1.2297 0.9707 1.7870
```

The calculation puts the lowest unoccupied orbital energy at 0.065 eV. The spin multiplicity is 1. Its SMILES is [H]/N=C(/C)C#N.[H][H]. Its frontier orbital gap is 11.196 eV.

What are the Löwdin partial charges on each atom? They are as follows, in elementary charge units: -0.05, -0.43, 0.13, -0.16, 0.16, 0.09, 0.04, 0.05, 0.09, 0.08, 0.01

---

(y)
The following is a quantum chemistry calculation of an isolated molecule of C3H6N2, from OMol25.

XYZ file:
```
11
Properties=species:S:1:pos:R:3
C -2.1415 0.0633 0.0974
C 1.5233 -0.6549 0.0000
C 1.3118 0.6781 -0.2066
H -3.1775 -0.0999 -0.2817
H -1.9678 -0.0134 1.1834
H 1.5048 -1.4782 -0.8249
H 2.0140 -0.7683 0.8676
H 0.9660 1.3682 -1.0368
H 1.7995 1.1929 0.5772
N -0.9458 -0.1960 -0.4706
N 0.1885 0.0931 0.4949
```

The calculation puts the lowest unoccupied orbital energy at 1.141 eV. The spin multiplicity is 1. Its SMILES is C=NN1CC1. Its frontier orbital gap is 10.215 eV.

What are the Löwdin partial charges on each atom? They are as follows, in elementary charge units: -0.04, -0.11, -0.27, 0.07, 0.05, 0.15, 0.05, 0.14, 0.09, -0.05, -0.09

---

Last place for stability: (y)

---

(w)
The following is a quantum chemistry calculation of an isolated molecule of C3H6N2, from OMol25.

XYZ file:
```
11
Properties=species:S:1:pos:R:3
C -0.8812 -0.9995 0.5422
N 0.4866 -0.5951 0.2482
C 0.6469 0.3534 -0.8368
C 0.4417 1.7321 -0.3296
N 0.4543 2.6936 0.3156
H -1.5584 -0.1877 0.8551
H -0.8425 -1.7401 1.3459
H -1.3140 -1.4906 -0.3353
H 0.8898 -0.1699 1.0775
H 1.6786 0.3231 -1.2065
H -0.0018 0.0806 -1.6763
```

The calculation puts the lowest unoccupied orbital energy at 0.946 eV. The spin multiplicity is 1. Its SMILES is CNCC#N. Its frontier orbital gap is 10.616 eV.

What are the Löwdin partial charges on each atom? They are as follows, in elementary charge units: -0.13, -0.14, -0.23, -0.21, 0.13, 0.08, 0.08, 0.08, 0.11, 0.12, 0.12

---

(x)
The following is a quantum chemistry calculation of an isolated molecule of C3H6N2, from OMol25.

XYZ file:
```
11
Properties=species:S:1:pos:R:3
C 1.1499 -1.1272 1.2240
C -0.3428 0.6879 -1.2491
C -1.2458 0.5855 0.0681
H 1.1622 -2.1481 1.5824
H 1.8405 -0.0991 1.3395
H -0.1440 -0.0033 -2.2444
H 0.0410 1.6550 -1.4824
H -1.6239 -0.3686 0.1278
H -1.5224 1.3952 0.5703
N 0.4100 -0.9451 0.1847
N 0.2753 0.3679 -0.1208
```

The calculation puts the lowest unoccupied orbital energy at 1.350 eV. The spin multiplicity is 1. Its SMILES is C=NN1CC1. Its frontier orbital gap is 9.956 eV.

What are the Löwdin partial charges on each atom? They are as follows, in elementary charge units: -0.03, -0.18, 0.03, 0.05, 0.14, 0.16, 0.08, 0.06, 0.04, -0.09, -0.25

---

(y)
The following is a quantum chemistry calculation of a cluster of 2 separate species, C3H6N2 in total, from OMol25.

XYZ file:
```
11
Properties=species:S:1:pos:R:3
C -1.3791 0.4748 0.2598
C -0.9508 -0.9359 0.0436
C 0.0378 0.0364 0.4493
N 2.2056 -0.3365 0.1204
N 1.1736 0.3476 -0.0876
H -1.6197 1.0583 -0.6058
H -2.0307 0.6670 1.2155
H -1.2529 -1.6804 0.7530
H -0.9225 -1.1970 -0.9117
H 1.6802 1.6521 -0.9182
H 3.0586 -0.0863 -0.3183
```

The calculation puts the lowest unoccupied orbital energy (spin up / spin down) at -0.617 / -0.368 eV. The spin multiplicity is 1. Its frontier orbital gap (spin up / spin down) is 7.118 / 7.478 eV.

What are the Löwdin partial charges on each atom? They are as follows, in elementary charge units: -0.10, -0.11, -0.28, 0.02, -0.16, 0.09, 0.13, 0.10, 0.06, 0.22, 0.03

---

(z)
The following is a quantum chemistry calculation of a structure of composition C3H6N2, from OMol25.

XYZ file:
```
11
Properties=species:S:1:pos:R:3
C -0.9616 0.0370 -0.1683
C 0.0766 1.1016 0.1301
C 1.1449 -0.6331 0.0372
H -1.8511 -0.1684 0.4119
H -1.1303 0.2035 -1.1843
H -0.1138 1.3210 1.2719
H -0.1126 2.0638 -0.3871
H 1.9484 -1.5002 -0.1544
H -0.3549 -1.9698 0.0628
N 1.4605 0.5647 -0.1353
N -0.1060 -1.0201 0.1155
```

The calculation puts the lowest unoccupied orbital energy at 0.931 eV. The spin multiplicity is 1. Its frontier orbital gap is 9.503 eV.

What are the Löwdin partial charges on each atom? They are as follows, in elementary charge units: -0.21, -0.23, -0.35, 0.12, 0.09, 0.14, 0.10, 0.16, 0.12, 0.07, -0.02

---

Last place for stability: (y)